{"formula": "C5H12N", "method": "wB97M-V/def2-TZVPD", "total_charge": 1, "largest_force_ev_per_a": 0.33, "e_above_lowest_kcal_mol": 44.23, "e_lumo_ev": -5.50, "homo_lumo_gap_ev": 7.80, "mol_weight_g_mol": 86.2, "elements": ["N", "C", "C", "C", "C", "C", "H", "H", "H", "H", "H", "H", "H", "H", "H", "H", "H", "H"], "coordinates": [[1.735, -0.738, -0.692], [1.636, -1.244, -1.850], [-0.929, 0.320, 0.552], [-0.281, 0.262, 1.911], [-0.763, 1.617, -0.215], [-1.639, -0.693, 0.067], [-1.782, -1.601, 0.637], [2.477, -1.014, -0.055], [0.798, 0.464, 1.863], [-0.506, 1.452, -1.264], [0.009, 2.250, 0.223], [-2.134, -0.602, -0.889], [1.006, -0.116, -0.330], [0.800, -0.944, -2.474], [-0.687, 1.046, 2.551], [-1.685, 2.196, -0.223], [-0.436, -0.704, 2.382], [2.380, -1.951, -2.195]], "mulliken_charge": [0.003, -0.027, 0.403, -1.068, -1.138, -0.885, 0.292, 0.290, 0.308, 0.410, 0.316, 0.331, 0.128, 0.279, 0.348, 0.378, 0.355, 0.277]}